(1)
Entry from the OMol25 dataset: an isolated molecule of C20H22ClN3O4 at a distorted geometry (wB97M-V/def2-TZVPD).

```
! RIJCOSX wB97M-V def2-TZVPD def2/J DEFGRID3
* xyz 0 1
C 1.99 0.74 3.75
C 2.13 0.22 2.26
C 3.60 0.28 1.84
C 1.07 1.04 1.48
C 1.46 1.37 0.03
O 2.54 2.27 -0.13
C 0.47 1.93 -0.95
C -0.01 1.24 -2.16
C -1.15 1.59 -2.95
C -1.63 2.90 -2.66
Cl -2.76 3.71 -3.54
C -1.09 3.63 -1.55
C -0.15 3.10 -0.76
O -0.09 0.22 1.51
C 0.03 -1.24 1.83
C -0.57 -2.00 0.71
C -0.05 -3.21 0.16
C -0.80 -3.51 -0.99
C -1.81 -2.59 -1.07
C -2.69 -2.28 -2.23
N -2.46 -2.77 -3.45
O -3.22 -2.15 -4.50
N -3.58 -1.24 -2.16
C -3.34 -0.33 -1.29
N -2.42 -0.39 -0.31
C -1.86 -1.69 0.14
C 1.55 -1.28 1.95
O 2.00 -2.30 2.87
H 1.05 1.16 3.95
H 2.70 1.52 4.02
H 2.17 -0.12 4.40
H 3.77 0.15 0.71
H 4.16 -0.55 2.26
H 4.24 1.12 2.20
H 0.93 2.06 1.96
H 1.71 0.42 -0.45
H 2.62 2.59 -1.01
H 0.39 0.32 -2.44
H -1.49 0.99 -3.80
H -1.47 4.69 -1.42
H 0.17 3.64 0.21
H -0.47 -1.34 2.76
H 0.81 -3.71 0.54
H -0.60 -4.21 -1.82
H -3.50 -1.31 -3.99
H -3.95 0.55 -1.25
H -2.47 0.37 0.37
H -2.66 -2.01 0.83
H 1.82 -1.36 0.97
H 2.88 -2.24 3.16
*
```

Computed properties:
HOMO = -7.831 eV
Gap between HOMO and LUMO = 7.4 eV

***

(2)
Entry from the OMol25 dataset: a structure of composition C20H22CuN8OS (wB97M-V/def2-TZVPD).

```
! RIJCOSX wB97M-V def2-TZVPD def2/J DEFGRID3
* xyz 0 2
Cu 0.06 -0.23 0.13
C 1.03 3.72 1.50
C 1.02 2.33 0.94
N -0.04 1.71 0.59
N -1.28 2.23 0.74
C -2.17 1.27 0.45
O -1.89 0.07 0.14
C -3.61 1.64 0.57
C -4.01 2.97 0.54
C -5.36 3.28 0.67
C -6.29 2.27 0.84
C -5.89 0.94 0.87
C -4.55 0.63 0.73
C 2.26 1.52 0.82
C 3.51 1.98 1.19
C 4.59 1.11 1.14
C 4.39 -0.19 0.71
C 3.12 -0.57 0.32
N 2.09 0.26 0.37
H 0.00 4.02 1.70
H 1.46 4.43 0.78
H 1.62 3.77 2.41
H -3.27 3.74 0.40
H -5.68 4.32 0.63
H -7.34 2.52 0.96
H -6.62 0.15 1.00
H -4.21 -0.40 0.73
H 3.64 3.01 1.52
H 5.57 1.45 1.44
H 5.21 -0.90 0.67
H 2.90 -1.56 -0.05
C 0.52 -1.06 7.00
C -0.29 0.19 6.69
C 0.60 1.36 6.29
C -1.37 -0.07 5.64
N -0.83 -0.51 4.36
C -0.46 0.20 3.30
N 0.02 -0.62 2.40
N -0.07 -1.87 2.93
N -0.57 -1.81 4.11
H 1.18 -0.87 7.85
H 1.15 -1.34 6.15
H -0.12 -1.91 7.24
H -0.85 0.48 7.59
H 1.18 1.12 5.39
H 1.32 1.58 7.08
H 0.02 2.26 6.09
H -1.94 0.84 5.44
H -2.07 -0.84 5.97
H -0.58 1.27 3.20
S 0.39 -1.97 -1.27
C -0.30 -3.22 -0.36
N -0.75 -4.10 0.24
*
```

Computed properties:
HOMO (alpha / beta) = -8.103 / -8.043 eV
Gap between HOMO and LUMO (alpha / beta) = 7.4 / 7.3 eV

***

(3)
Entry from the OMol25 dataset: an isolated molecule of C20H22FN3O2 at a distorted geometry (wB97M-V/def2-TZVPD).

```
! RIJCOSX wB97M-V def2-TZVPD def2/J DEFGRID3
* xyz 0 1
C 7.50 -0.24 0.07
O 6.50 -1.08 0.59
C 5.20 -0.81 0.29
C 4.76 0.25 -0.49
C 3.41 0.42 -0.73
C 2.48 -0.45 -0.19
N 1.11 -0.30 -0.41
C 0.44 0.74 -0.98
C -0.90 0.43 -0.97
C -1.99 1.27 -1.53
N -2.82 1.88 -0.50
C -3.97 2.56 -1.06
C -2.06 2.71 0.43
C -1.90 2.00 1.78
O -1.19 2.78 2.71
C -0.96 -0.84 -0.35
C -2.12 -1.69 -0.08
C -1.95 -3.07 0.02
C -3.03 -3.90 0.26
C -4.30 -3.36 0.41
C -4.45 -1.99 0.33
F -5.68 -1.46 0.49
C -3.39 -1.14 0.09
N 0.26 -1.25 -0.03
C 2.92 -1.51 0.60
C 4.26 -1.69 0.83
H 8.45 -0.64 0.43
H 7.39 0.79 0.43
H 7.50 -0.24 -1.03
H 5.46 0.94 -0.93
H 3.10 1.25 -1.35
H 0.95 1.60 -1.36
H -2.65 0.64 -2.14
H -1.55 2.04 -2.20
H -4.55 1.85 -1.65
H -3.69 3.40 -1.72
H -4.60 2.93 -0.25
H -1.06 2.94 0.03
H -2.57 3.66 0.60
H -2.89 1.83 2.22
H -1.41 1.03 1.64
H -0.31 2.94 2.37
H -0.96 -3.48 -0.11
H -2.88 -4.96 0.33
H -5.15 -3.99 0.60
H -3.54 -0.07 0.06
H 2.18 -2.19 1.01
H 4.61 -2.51 1.44
*
```

Computed properties:
HOMO = -7.945 eV
Gap between HOMO and LUMO = 8.5 eV

***

(4)
Entry from the OMol25 dataset: a structure of composition C20H22InN2O3S at a distorted geometry (wB97M-V/def2-TZVPD).

```
! RIJCOSX wB97M-V def2-TZVPD def2/J DEFGRID3
* xyz 1 1
In -0.81 -0.13 -0.23
O -1.40 0.59 -2.16
C -1.01 0.12 -3.30
C -1.13 0.89 -4.51
C -0.59 0.44 -5.72
C 0.08 -0.79 -5.81
C 0.11 -1.62 -4.69
C -0.47 -1.23 -3.44
C -0.68 -2.21 -2.45
N -0.70 -2.10 -1.14
C -0.97 -3.25 -0.33
C -0.82 -2.88 1.15
N -1.24 -1.54 1.40
C -1.88 -1.30 2.50
C -2.39 -0.02 2.90
C -2.80 0.11 4.24
C -2.97 1.33 4.83
C -2.78 2.50 4.05
C -2.47 2.41 2.74
C -2.31 1.16 2.07
O -2.21 1.10 0.77
H -1.64 1.83 -4.45
H -0.69 1.08 -6.58
H 0.62 -1.10 -6.68
H 0.65 -2.59 -4.78
H -0.71 -3.23 -2.88
H -0.25 -4.05 -0.56
H -1.93 -3.68 -0.54
H 0.27 -2.91 1.39
H -1.36 -3.59 1.78
H -1.99 -2.03 3.30
H -2.94 -0.80 4.84
H -3.27 1.39 5.91
H -2.82 3.47 4.55
H -2.23 3.31 2.18
O 1.15 0.54 -0.11
S 2.03 1.84 -0.17
C 2.62 2.22 1.56
C 4.07 1.83 1.60
C 4.21 0.64 0.62
C 3.57 1.04 -0.69
H 2.00 1.53 2.18
H 2.43 3.28 1.83
H 4.43 1.54 2.62
H 4.70 2.70 1.27
H 3.68 -0.25 1.02
H 5.26 0.36 0.54
H 3.40 0.21 -1.40
H 4.17 1.83 -1.22
*
```

Computed properties:
HOMO = -10.582 eV
Gap between HOMO and LUMO = 7.6 eV

***

(5)
Entry from the OMol25 dataset: the ion C20H22N with charge +1 at a distorted geometry (wB97M-V/def2-TZVPD).

```
! RIJCOSX wB97M-V def2-TZVPD def2/J DEFGRID3
* xyz 1 1
C -3.82 1.29 -0.35
C -2.86 0.95 0.76
C -3.47 1.00 2.09
C -2.71 1.35 3.35
C -3.70 2.33 2.84
C -1.57 0.35 0.35
H -4.79 1.71 -0.04
H -3.41 2.00 -1.09
H -4.09 0.38 -0.92
H -4.30 0.30 2.22
H -2.98 0.83 4.26
H -1.65 1.56 3.26
H -3.34 3.25 2.37
H -4.61 2.46 3.42
H -0.96 0.16 1.24
H -1.84 -0.56 -0.31
C 0.43 2.09 0.27
C -0.10 0.87 -0.47
N 0.94 -0.17 -0.71
C 1.16 -0.82 -1.95
C 0.62 -0.63 -3.23
C 1.09 -1.45 -4.28
C 2.07 -2.44 -4.08
C 2.64 -2.60 -2.82
C 2.22 -1.75 -1.80
C 2.71 -1.62 -0.48
C 1.95 -0.59 0.15
C 2.22 -0.18 1.45
C 3.19 -0.92 2.15
C 3.89 -1.98 1.56
C 3.66 -2.34 0.23
H -0.14 2.95 -0.11
H 0.30 2.06 1.39
H 1.48 2.33 0.01
H -0.43 1.19 -1.47
H -0.15 0.10 -3.42
H 0.68 -1.35 -5.29
H 2.42 -3.06 -4.91
H 3.42 -3.33 -2.62
H 1.68 0.63 1.91
H 3.38 -0.65 3.19
H 4.64 -2.52 2.14
H 4.17 -3.15 -0.27
*
```

Computed properties:
HOMO = -10.636 eV
Gap between HOMO and LUMO = 4.8 eV

***

(6)
Entry from the OMol25 dataset: an isolated molecule of C20H22N2O2 (wB97M-V/def2-TZVPD).

```
! RIJCOSX wB97M-V def2-TZVPD def2/J DEFGRID3
* xyz 0 1
C -1.50 3.74 1.28
C -0.39 2.75 1.44
C 0.45 2.43 0.38
C 1.45 1.49 0.54
C 1.62 0.86 1.76
C 0.80 1.17 2.83
C 0.92 0.42 4.13
C -0.11 -0.73 4.14
N 0.02 -1.55 2.97
C -0.74 -1.31 1.86
O -1.75 -0.63 1.89
C -0.24 -1.94 0.61
C 0.42 -3.16 0.58
C 0.87 -3.66 -0.63
C 0.68 -2.94 -1.80
C 0.01 -1.72 -1.78
N -0.18 -0.97 -2.95
C -0.61 0.41 -2.88
C -0.33 0.95 -4.29
C -0.47 -0.29 -5.16
C -0.09 -1.43 -4.23
O 0.20 -2.55 -4.59
C -0.46 -1.24 -0.57
C -0.20 2.12 2.66
H -2.46 3.22 1.26
H -1.52 4.44 2.11
H -1.40 4.30 0.35
H 0.31 2.92 -0.57
H 2.10 1.24 -0.29
H 2.41 0.12 1.87
H 0.72 1.07 4.98
H 1.92 0.00 4.23
H 0.02 -1.35 5.04
H -1.12 -0.32 4.13
H 0.91 -2.00 2.83
H 0.56 -3.74 1.48
H 1.38 -4.61 -0.67
H 1.05 -3.34 -2.74
H -0.06 0.95 -2.11
H -1.68 0.46 -2.65
H -1.01 1.75 -4.56
H 0.70 1.33 -4.34
H 0.17 -0.28 -6.04
H -1.50 -0.44 -5.48
H -1.01 -0.31 -0.49
H -0.85 2.35 3.49
*
```

Computed properties:
HOMO = -8.523 eV
Gap between HOMO and LUMO = 9.2 eV

***

In eV, the ΔE to the lowest compared entry with this formula, charge and spin values for the records above are, in order, 7.724; 0.204; 2.869; 0.000; 0.364; 0.113.